20
Properties=species:S:1:pos:R:3:forces:R:3:lowdin_charge:R:1 method="wB97M-V/def2-TZVPD" e_lumo_ev=1.052 total_charge=0 smiles="C=C/C=C/CCCO" e_above_lowest_kcal_mol=72.03 total_energy_ha=-349.03386 homo_lumo_gap_ev=10.25 homo_ev=-9.19 spin_multiplicity=1
H 1.9644 -0.5028 1.4334 0.990 0.331 0.436 0.101
C 2.3909 -3.1339 0.0648 0.424 -1.899 -0.855 -0.015
H 3.3108 -1.4871 -0.9512 -1.043 -0.163 0.597 0.117
H -3.1263 0.8234 -0.8637 -0.606 0.042 -0.779 0.063
H -1.6629 1.1905 1.7041 -0.158 1.043 -0.905 0.116
H -2.4372 3.0404 0.2061 0.639 -0.969 -0.212 0.126
H 0.2927 0.9122 1.6637 1.380 0.208 1.094 0.081
C 0.5317 -0.4180 0.0320 1.482 0.466 1.255 -0.099
H 0.5971 1.8480 0.0426 -0.969 -2.373 1.576 0.169
H 0.0252 -0.9728 -0.7193 -0.519 0.369 -1.146 0.106
C 2.5140 -1.8354 -0.2470 0.732 -2.585 0.677 -0.185
H 2.8953 -4.0123 -0.4344 -0.069 1.437 0.244 0.063
C 1.6639 -0.9421 0.5076 -0.708 1.676 -0.760 -0.168
H 1.7017 -3.5663 0.8172 0.194 0.997 -0.354 0.066
H -1.1750 2.5234 -0.9809 0.243 0.175 0.712 0.104
H -1.9921 0.0977 0.5929 0.641 0.398 -1.172 0.121
C -1.4216 1.0639 0.6117 -0.985 -0.022 2.033 -0.213
C -1.9644 2.1534 -0.3123 -0.407 1.115 -0.712 -0.259
O -2.9135 1.6710 -1.2783 -0.136 -0.933 1.069 -0.091
C 0.1045 0.9018 0.6291 -1.125 0.687 -2.797 -0.203

***

11
Properties=species:S:1:pos:R:3:forces:R:3:lowdin_charge:R:1 method="wB97M-V/def2-TZVPD" e_lumo_ev=6.226 total_charge=-3 e_above_lowest_kcal_mol=7.48 total_energy_ha=-1526.99001 homo_lumo_gap_ev=3.35 homo_ev=2.88 spin_multiplicity=1
O 1.7722 3.1810 -1.3139 -0.111 0.186 0.886 -0.415
O -1.7138 -3.3367 0.8056 0.039 -0.024 -0.075 -0.443
O -0.1025 -1.7979 -0.3817 1.079 0.101 -0.153 -0.406
O 1.6447 0.7259 -1.2339 -0.153 -0.709 0.648 -0.367
P 0.9532 2.0414 -0.6787 0.528 -0.600 -2.182 -0.150
O 0.9093 1.8973 0.8254 0.271 -0.189 0.926 -0.489
O -2.5016 -1.0896 -0.0912 0.055 -0.181 -0.122 -0.363
O -0.8446 -1.1375 1.8487 0.718 -0.086 0.220 -0.525
O -0.4006 1.9962 -1.4239 -0.102 0.165 0.463 -0.289
Al 1.6368 -0.6126 1.0717 -2.579 0.661 -1.216 0.597
P -1.3532 -1.8674 0.5719 0.256 0.676 0.604 -0.151

***

140
Properties=species:S:1:pos:R:3:forces:R:3:lowdin_charge:R:1 method="wB97M-V/def2-TZVPD" e_lumo_ev=0.260 total_charge=0 total_energy_ha=-3334.18267 homo_lumo_gap_ev=8.99 homo_ev=-8.73 spin_multiplicity=1
N -1.7865 -4.5819 0.4978 -0.265 -1.580 -0.080 -0.181
H 3.9350 -2.1684 2.3174 0.593 -0.240 -0.294 0.048
H -1.7550 -3.2389 -5.2019 0.510 0.056 -0.262 0.085
H -3.9931 0.5550 -0.2054 -0.134 0.389 -0.254 0.119
H 3.3379 -5.8508 -0.5528 0.828 0.214 -0.194 0.059
O 4.3185 -1.3768 -3.5180 -0.001 -0.434 0.124 -0.027
H -0.5949 -3.1563 -3.9029 0.358 -0.396 0.119 0.053
O -4.8786 -1.2660 -0.1422 0.142 -1.240 0.023 -0.031
H -0.3156 3.2653 1.7017 0.133 -0.188 0.226 0.072
C 0.3207 -1.9891 -1.5297 0.472 0.576 -0.918 0.041
S 4.1897 -4.2380 1.0936 0.701 0.330 -1.042 0.836
H 2.0141 -0.3485 2.6224 0.208 0.290 0.373 0.051
H -3.6167 -5.0233 1.3901 -0.169 0.317 -0.053 0.094
H -4.2136 -1.2770 -2.6777 0.154 0.047 -0.256 0.081
C 3.8757 0.5603 7.9069 -0.473 -0.084 0.230 -0.067
H -0.5390 7.0817 3.0792 0.086 -0.009 0.238 0.086
O -1.3754 0.1340 6.4554 -0.107 0.128 0.312 0.008
C 3.0338 -0.4207 5.7982 1.155 -0.225 -0.029 -0.306
H -0.7877 3.2687 3.4324 -0.328 -0.240 -0.034 0.094
H -3.4780 0.4061 -2.5631 -0.334 -0.364 -0.863 0.062
C -3.4861 1.3229 4.8991 0.328 -0.535 0.326 -0.035
H -4.9520 6.3382 -0.2304 -0.476 -0.338 0.211 0.086
H 4.1922 -0.2166 -5.1784 -0.020 -0.273 -0.518 0.121
H 5.6138 -1.5190 7.0937 0.108 0.145 0.227 0.092
H 2.0730 0.0071 6.1172 -0.095 -0.028 -0.124 0.136
O 0.7497 4.9643 -5.0968 0.324 -0.376 0.087 0.087
H -2.1513 1.0612 2.4214 0.672 0.078 0.339 0.076
H 4.7894 -1.8291 -1.3103 0.454 -0.164 0.559 0.053
H 3.2527 -2.0128 0.6851 -0.169 -0.189 -0.130 0.038
H -2.1639 1.7791 -1.5252 0.225 -0.423 -0.189 0.058
O 4.6404 0.8132 -3.0359 -0.314 0.252 -0.571 0.094
C -0.9088 6.0989 3.3919 0.191 1.184 -0.744 -0.070
H 0.4917 -6.6801 -4.9549 -0.265 -0.086 -0.267 0.134
C -1.5078 -0.0915 5.2737 0.081 -0.171 -0.745 -0.355
H 1.8438 -0.3097 -4.0820 0.132 -0.017 0.083 0.065
H -1.9576 6.1241 3.0933 -0.037 -0.328 0.170 0.081
C -2.3941 0.1690 3.0179 -0.817 0.655 -0.537 -0.072
H -0.8157 6.0507 4.4788 -0.027 -0.400 -0.015 0.090
H 0.2428 -2.0161 -2.6135 -0.293 0.158 0.048 0.047
H -3.7502 -4.1455 -0.1713 -0.104 -0.123 -0.053 0.079
H 3.9920 -2.0636 -5.3693 0.488 0.384 -0.331 0.123
C -4.3314 5.4781 0.0228 0.238 0.933 -0.505 0.019
H 1.0572 -2.7608 -1.3124 -0.177 -0.014 0.607 0.079
C 3.3739 -2.6835 1.5325 -0.418 -0.159 0.779 -0.261
H 2.9044 1.0550 7.9051 -0.062 -0.120 0.074 0.086
H 2.3158 3.5038 -0.9816 -0.217 -0.069 -0.113 0.074
O 0.8201 0.3306 -1.9336 0.461 0.486 0.143 0.098
N -0.7200 -5.0212 -4.9931 -0.167 0.223 -0.346 -0.174
H -1.7459 -0.6622 2.7594 -0.169 -0.093 -0.014 0.061
H -0.6523 -2.1319 -1.0634 0.081 -0.415 0.084 0.080
C -6.0658 -1.3568 0.4707 0.327 0.898 0.313 -0.549
C -6.3870 -2.6964 1.0492 0.088 -0.620 -0.087 0.029
O 1.8381 4.3683 1.9514 0.191 0.185 -0.293 0.003
C -3.9959 4.8307 -1.3040 -0.483 0.468 0.959 -0.564
H 6.3746 -1.0131 -1.4505 0.018 0.027 -0.171 0.094
H -1.1724 -6.5364 -0.1555 -0.388 0.087 0.002 0.088
H -0.6891 -6.1466 -6.8164 0.412 0.321 0.053 0.085
H -7.3194 -3.0235 0.5890 -0.073 0.003 0.133 0.094
C -3.6646 -0.5598 -2.0784 0.073 1.785 0.623 -0.050
H -5.4620 0.3192 -1.2793 0.189 0.462 0.169 0.125
H 1.6900 1.4714 2.7490 1.050 -0.142 -0.275 0.084
O 0.9671 -0.5468 0.1438 -0.131 0.074 1.098 0.004
H -1.0675 1.9626 -2.9909 -0.358 -0.342 0.010 0.086
C -1.2834 -3.8207 -4.4042 -1.134 0.474 -0.565 -0.039
H -0.6114 2.6100 -1.4658 -0.134 0.216 0.129 0.064
H 1.7821 -1.0857 -5.6932 0.208 0.506 -0.065 0.082
C 1.3013 7.0269 -4.0447 0.086 -0.196 0.070 0.018
H -1.8398 3.9853 2.1036 -0.228 -0.114 0.408 0.081
N -0.1805 5.1069 2.6321 -0.534 0.248 0.393 -0.192
H -0.8627 -0.7818 4.7041 0.213 -0.094 0.206 0.133
H 1.5398 6.2843 2.5209 -0.262 0.194 -0.026 0.136
O -4.7103 4.9245 -2.2606 0.099 -0.206 -0.646 0.112
O 2.0312 4.9386 -3.2425 0.761 0.420 0.862 0.001
C 5.3875 -0.6975 6.4126 -0.564 0.092 -0.043 -0.034
H -2.6337 -0.8479 -1.8682 -0.284 -0.607 0.519 0.062
H 0.4368 0.4503 2.7409 -0.218 -0.629 -0.546 0.056
O 5.3948 -3.8334 0.3047 0.479 0.018 0.609 -0.571
H 2.9684 2.0543 -1.7666 -0.456 -0.124 -0.355 0.047
H 3.8151 3.5352 -1.8473 -0.089 0.090 -0.201 0.089
O 0.7574 -5.5656 -3.3260 -0.424 0.324 0.327 0.002
H 1.0978 1.5817 0.4229 -0.827 -0.377 -0.145 0.107
H 4.6214 1.3373 8.0833 0.175 -0.040 -0.435 0.085
C -0.8370 3.8093 2.4881 0.840 0.506 -0.642 -0.037
C 0.1919 -5.7945 -4.3781 0.852 0.039 0.077 -0.348
C -1.3027 -5.4375 -6.2647 -0.663 -0.594 0.510 -0.053
H 1.9386 7.3999 -3.2474 0.139 -0.094 -0.083 0.079
C 2.8008 3.1200 -1.8845 1.279 0.745 1.204 -0.076
H -3.4520 5.9426 0.4704 0.188 -0.521 0.182 0.073
H -3.0903 3.3086 -3.1155 -0.238 0.139 0.242 0.118
H -3.4239 0.0281 2.6713 0.064 -0.806 0.107 0.084
C 0.7811 -0.5869 -1.1595 -0.914 -1.024 -0.449 -0.534
H 3.1267 -4.0758 -1.0460 0.425 -0.197 -0.221 0.049
C 4.7101 -0.3501 -2.7511 1.094 -0.284 0.698 -0.529
H 0.2695 7.2651 -3.7837 -0.023 0.047 -0.124 0.085
O -2.1254 -2.9439 2.0060 0.351 -0.028 -0.149 0.000
H 2.5213 0.6963 0.5156 0.040 -0.124 -0.048 0.123
H 6.0976 0.1210 6.5134 0.194 -0.126 0.096 0.088
H 2.1300 -4.8998 0.1359 0.029 0.229 -0.023 0.018
O -2.8427 4.1789 -1.2328 0.734 -0.211 -0.350 -0.007
C 1.3620 5.5214 -4.2170 -0.906 0.548 -0.210 -0.567
C -1.4845 2.4128 -2.0914 0.509 0.782 0.183 -0.072
H 1.0554 3.1769 -2.9917 0.113 -0.317 -0.918 0.104
O -6.7998 -0.4105 0.5960 -0.273 0.145 -0.165 0.095
C 1.1324 5.2818 2.3369 -0.080 -1.180 0.267 -0.328
C -0.8482 -5.4977 -0.1714 -0.586 0.953 -0.036 -0.032
H -4.8221 4.7875 0.7019 -0.035 0.037 0.044 0.088
H -0.8477 -5.0990 -1.1864 0.967 -0.726 -0.233 0.077
H 2.6375 3.1459 -3.9995 -0.594 -0.339 -0.124 0.136
C 3.7540 -1.1513 -4.8268 -0.184 0.525 0.887 -0.193
H 5.0024 -0.1647 -0.6688 0.207 -0.061 0.159 0.082
H 3.9363 -0.1148 8.7643 -0.118 -0.033 0.035 0.089
H 1.5392 7.4980 -4.9958 -0.036 0.063 0.037 0.085
C 1.4619 0.6208 0.7942 1.683 1.163 -0.203 -0.211
H -6.5396 -2.6075 2.1227 -0.127 0.170 -0.021 0.095
H -3.2530 -5.8982 -0.0651 -0.285 0.147 -0.389 0.082
C 3.1558 -4.8221 -0.2567 -2.135 0.149 1.130 -0.259
C -2.2868 3.6417 -2.4522 -0.656 -0.502 -0.566 -0.193
O 3.2175 -1.0609 4.7718 -0.677 0.187 0.176 -0.018
H -1.5508 -4.5617 -6.8561 0.226 -0.031 -0.183 0.084
H -3.4916 1.2635 5.9854 -0.023 0.248 0.008 0.085
C -3.2093 -4.9100 0.3830 0.614 -0.038 0.558 -0.029
H 5.4364 -1.1067 5.4112 -0.107 0.129 -0.159 0.077
H -1.8021 4.4281 -3.0312 0.461 0.037 0.384 0.127
C 2.0870 3.5115 -3.1317 -0.428 -0.367 -0.036 -0.199
C 1.4376 0.5109 2.2936 -1.367 0.119 0.402 -0.046
C 5.2986 -0.8761 -1.4369 -1.415 0.078 -0.811 0.038
H -0.2760 -3.6583 1.4878 0.019 0.192 -0.026 0.133
H -2.2300 -5.9909 -6.0797 -0.181 0.199 -0.043 0.091
H 1.9473 -2.0995 -4.3697 -0.100 0.232 0.577 0.070
N 4.0464 -0.1661 6.6694 0.416 0.037 -0.129 -0.193
H 0.1034 -5.5050 0.3542 0.178 0.398 -0.380 0.066
H -2.1791 -3.9733 -3.7916 0.397 -0.557 0.535 0.094
C -1.3725 -3.6704 1.3692 -0.281 0.460 0.790 -0.359
C -4.5281 -0.0925 -0.8988 0.105 -1.366 0.010 -0.190
N -2.4335 0.4268 4.4366 -0.326 0.548 -0.028 -0.183
H -5.6399 -3.4720 0.8936 0.127 0.254 -0.155 0.056
H -3.3325 2.3497 4.5661 0.100 0.066 0.017 0.082
H 2.4559 -2.8885 2.0936 -0.307 -0.108 -0.581 0.052
H -4.4510 0.9770 4.5275 -0.011 -0.023 -0.082 0.088
C 2.2531 -1.1009 -4.7037 -0.545 -0.840 -0.679 -0.065